# 1
ORCA calculation (ωB97M-V/def2-TZVPD) on C36H37BeN4O5S as an isolated structure.

The charge is +1. The value obtained for the HOMO energy is -10.758 eV. Its orbital gap is 0.283 hartree.

Element x y z (Å)
Be 1.16 0.49 1.52
O -3.29 -3.76 2.01
C -3.60 -2.63 2.47
O -4.69 -2.07 2.58
C -2.36 -1.77 2.82
C -2.45 -0.38 2.83
C -1.26 0.34 2.69
N -0.10 -0.28 2.62
C 0.00 -1.59 2.76
C -1.11 -2.39 2.87
C 1.42 -2.02 2.65
C 1.89 -3.27 2.97
C 3.26 -3.50 2.89
C 4.09 -2.47 2.50
C 3.52 -1.25 2.16
N 2.21 -1.03 2.21
C -1.07 1.80 2.45
C -2.06 2.76 2.60
C -1.72 4.09 2.41
C -0.42 4.42 2.07
C 0.50 3.39 1.91
N 0.18 2.11 2.08
H -3.43 0.07 2.80
H -1.07 -3.47 2.87
H 1.22 -4.05 3.31
H 3.67 -4.47 3.15
H 5.16 -2.59 2.45
H 4.12 -0.41 1.84
H -3.06 2.47 2.89
H -2.47 4.86 2.52
H -0.11 5.44 1.93
H 1.54 3.59 1.65
C -2.10 -2.91 -4.35
O -2.46 -2.64 -3.00
C -3.77 -2.41 -2.74
C -4.78 -2.46 -3.69
C -6.10 -2.20 -3.30
C -6.41 -1.90 -1.98
C -5.39 -1.85 -1.03
C -4.09 -2.08 -1.42
N -3.05 -2.07 -0.43
C -2.00 -1.33 -0.36
C -1.64 -0.17 -1.10
C -2.49 0.44 -2.05
C -2.24 1.70 -2.53
C -1.14 2.41 -2.02
C -0.29 1.84 -1.10
C -0.48 0.52 -0.64
O 0.37 -0.01 0.19
H -1.02 -3.03 -4.36
H -2.38 -2.08 -5.01
H -2.57 -3.83 -4.71
H -4.57 -2.71 -4.72
H -6.88 -2.25 -4.04
H -7.43 -1.71 -1.69
H -5.60 -1.62 0.01
H -3.22 -2.69 0.37
H -1.34 -1.56 0.46
H -3.38 -0.08 -2.39
H -2.91 2.16 -3.25
H -0.96 3.42 -2.36
H 0.54 2.41 -0.72
C 5.73 4.01 -0.18
C 4.38 3.71 0.45
C 3.31 3.32 -0.59
S 2.79 1.59 -0.55
O 2.58 1.29 0.94
C 4.34 0.81 -1.01
C 4.23 -0.71 -1.23
C 2.94 -1.17 -1.91
H 6.45 4.31 0.59
H 5.66 4.83 -0.90
H 6.15 3.15 -0.70
H 4.02 4.58 0.99
H 4.46 2.92 1.20
H 3.65 3.49 -1.62
H 2.38 3.87 -0.47
H 5.08 1.07 -0.24
H 4.62 1.31 -1.94
H 4.36 -1.23 -0.29
H 5.09 -0.98 -1.85
H 2.07 -0.98 -1.28
H 2.99 -2.24 -2.09
H 2.79 -0.67 -2.86

The Mulliken scheme yields these atomic charges, measured in e: -1.19 -0.78 0.37 -0.70 -0.22 -0.30 0.85 0.36 0.77 -0.32 -0.30 -0.75 -0.55 -0.87 -0.53 0.54 0.15 -0.63 -0.68 -0.85 -0.33 0.47 0.57 0.50 0.45 0.45 0.47 0.86 0.48 0.47 0.48 0.64 -1.05 -0.33 0.84 -0.49 -0.75 -0.89 -0.28 -0.34 0.22 -0.87 0.93 -0.36 -1.21 -1.14 0.38 0.51 -0.28 0.24 0.43 0.37 0.45 0.40 0.42 0.55 0.30 1.04 0.32 0.46 0.49 -0.12 -1.43 -0.21 -1.19 0.84 -0.09 -0.97 -0.31 -0.93 0.41 0.38 0.27 0.50 0.13 0.82 0.38 0.30 0.65 0.11 0.47 -0.04 0.44 0.33

***

# 2
ORCA calculation (ωB97M-V/def2-TZVPD) on C36H37BrFFeN3O6S as an isolated structure.

Its multiplicity is 5. The expectation value of S² is 6.0175. The value obtained for the HOMO energy (spin up / spin down) is -7.358 / -6.431 eV. Its orbital gap (spin up / spin down) is 0.262 / 0.227 hartree.

Element x y z (Å)
Fe -0.94 0.17 -0.43
C 6.22 -1.15 0.97
C 5.72 -0.18 2.02
C 6.09 -0.66 3.35
C 5.31 0.03 4.44
C 3.84 0.05 4.26
C 2.99 0.16 5.34
C 1.64 -0.12 5.10
F 0.90 -0.21 6.23
C 1.10 -0.28 3.81
C 1.98 -0.15 2.71
C 1.44 -0.11 1.38
O 0.21 -0.44 1.19
C 2.37 0.20 0.34
C 3.75 0.17 0.64
N 4.26 -0.12 1.87
C 3.41 -0.16 2.95
C 1.99 0.22 -1.10
O 2.88 -0.09 -1.91
O 0.77 0.45 -1.33
H 7.29 -1.33 1.20
H 6.23 -0.75 -0.08
H 5.63 -2.09 1.01
H 6.03 0.88 1.81
H 7.17 -0.33 3.56
H 6.06 -1.77 3.40
H 5.69 1.12 4.48
H 5.58 -0.47 5.43
H 3.38 0.27 6.40
H 0.01 -0.41 3.73
H 4.53 0.38 -0.11
N -0.72 2.49 0.77
C -1.58 2.41 1.95
C -1.63 3.33 2.98
C -2.78 3.41 3.83
C -3.72 2.42 3.81
C -3.69 1.37 2.86
C -4.67 0.36 2.83
C -4.54 -0.58 1.84
C -3.46 -0.57 0.92
N -2.57 0.41 0.88
C -2.59 1.35 1.90
H -1.08 3.26 0.14
H 0.24 2.75 0.89
H -0.82 4.00 3.08
H -2.86 4.21 4.54
H -4.59 2.46 4.46
H -5.41 0.36 3.64
H -5.18 -1.47 1.77
H -3.36 -1.37 0.25
Br -4.63 4.55 -6.67
C -3.41 4.26 -5.18
C -2.84 5.39 -4.57
C -1.96 5.20 -3.54
C -1.71 4.00 -2.92
C -2.22 2.88 -3.52
C -3.11 3.03 -4.67
C -2.22 1.54 -2.95
O -2.54 0.49 -3.55
O -1.80 1.49 -1.67
H -3.21 6.40 -4.94
H -1.32 6.05 -3.31
H -1.13 3.91 -2.01
H -3.71 2.23 -5.04
C -4.43 -2.95 -2.62
C -3.11 -3.68 -2.51
C -2.18 -3.11 -3.53
S -1.05 -1.82 -2.90
O -1.05 -1.69 -1.30
C 0.55 -2.71 -3.24
C 0.82 -3.94 -2.33
C 2.08 -4.65 -2.85
H -5.16 -3.23 -1.83
H -4.88 -3.13 -3.59
H -4.26 -1.86 -2.56
H -3.25 -4.77 -2.71
H -2.62 -3.63 -1.52
H -2.65 -2.60 -4.40
H -1.48 -3.88 -3.92
H 1.26 -1.92 -2.93
H 0.63 -2.96 -4.26
H -0.09 -4.61 -2.21
H 0.95 -3.64 -1.28
H 1.85 -5.33 -3.64
H 2.55 -5.26 -2.11
H 2.81 -3.91 -3.26

The Mulliken scheme yields these atomic charges, measured in e: 1.89 -1.45 0.06 -0.77 -0.94 1.05 -0.97 0.37 -0.34 -1.12 0.31 1.40 -0.83 0.34 -0.52 0.25 -0.35 -0.12 -0.83 -0.53 0.42 0.49 0.36 0.22 0.33 0.31 0.27 0.38 0.37 0.52 0.40 -0.19 0.03 -0.88 -0.75 -0.76 0.96 -0.76 -0.72 -0.48 0.46 0.26 0.18 0.36 0.49 0.41 0.35 0.40 0.38 0.58 -0.21 -0.11 -0.27 -0.57 -0.18 0.58 -0.38 -0.07 -0.71 -0.28 0.27 0.32 0.30 0.41 -1.29 -0.23 -0.99 0.67 -0.98 -1.24 0.23 -1.43 0.33 0.41 0.22 0.37 0.18 0.52 0.52 0.28 0.63 0.21 0.14 0.35 0.44 0.33

***

Per-record energy, Eh: -2402.1497; -6345.5447
Per-record molecular weight, g/mol: 646.79; 794.52
Per-record ΔE to the lowest compared entry with this formula, charge and spin, kJ/mol: 56.85; 183.54